Below is 3 unconnected molecules or ions with the total composition C12H14O5P, with properties calculated with wB97M-V/def2-TZVPD.

- Total charge: -1
- HOMO-LUMO gap: 4.1008 eV
- Lowest unoccupied orbital energy: 0.98 eV
- Calculated total energy: -32193.086 eV
- E_HOMO: -3.124 eV

Structure (XYZ):
```
32
Properties=species:S:1:pos:R:3:forces:R:3
O 0.162 -1.246 0.084 0.2 -0.2 0.1
P -1.560 -0.879 -0.145 -0.1 0.0 -0.1
H 0.695 -0.509 -0.237 -0.1 0.0 0.0
H -1.598 -1.799 -1.308 0.0 0.0 0.1
H -1.199 0.243 -1.065 0.0 0.0 0.1
H -1.521 0.038 0.995 0.0 0.0 0.0
H -1.845 -2.000 0.763 0.0 0.0 -0.1
H -2.986 -0.598 -0.323 0.1 0.0 0.0
C -1.563 3.353 4.768 0.0 0.0 0.0
C -2.135 2.418 4.012 0.0 0.0 0.0
C -2.319 2.611 2.552 0.1 0.0 0.0
O -2.845 1.767 1.865 -0.3 0.1 0.0
C -1.815 3.879 1.969 0.0 0.0 0.0
C -1.246 4.814 2.726 0.0 0.0 0.0
C -1.079 4.626 4.186 0.0 0.0 0.0
O -0.562 5.482 4.879 0.0 0.0 0.0
H -1.420 3.234 5.835 0.0 0.0 0.0
H -2.490 1.477 4.412 0.0 0.0 0.0
H -1.943 3.988 0.899 0.0 0.0 0.0
H -0.877 5.749 2.322 0.0 0.0 0.0
C 3.690 -2.272 -3.479 0.0 0.0 0.1
C 3.454 -3.265 -4.327 0.0 0.0 0.0
C 2.253 -4.130 -4.178 0.0 0.0 0.0
O 2.051 -5.039 -4.961 0.0 0.0 0.0
C 1.339 -3.838 -3.054 0.0 0.0 0.0
C 1.563 -2.847 -2.191 0.0 0.0 0.0
C 2.764 -1.979 -2.343 0.0 -0.1 -0.1
O 3.011 -1.061 -1.593 0.0 0.0 0.0
H 4.555 -1.625 -3.563 0.0 0.0 0.0
H 4.108 -3.496 -5.159 0.0 0.0 0.0
H 0.470 -4.479 -2.973 0.0 0.0 0.0
H 0.888 -2.616 -1.365 0.1 0.2 0.0
```
Positions in Å, forces in eV/Å.